Record 1
Entry from OMol25: a single C8H7BrN2S molecule in a non-equilibrium geometry (wB97M-V/def2-TZVPD).

Summary:
LUMO   0.1 eV
Kohn-Sham gap   9.229 eV
Energy above the lowest of the compared OMol25 structures with the same formula, charge and spin   11.5 kcal/mol
E_HOMO   -9.2 eV
Spin multiplicity   1

Structure (XYZ):
```
19
Properties=species:S:1:pos:R:3:forces:R:3:mulliken_charge:R:1
C 1.09576 1.15240 -1.87409 -0.728 1.767 -0.967 -0.096
C 2.67702 -0.66865 -1.77831 -3.100 3.259 -0.497 -0.245
C 1.11979 0.40814 -0.75065 -2.905 1.173 1.402 -0.200
C -2.32925 -0.56266 0.98909 0.061 -0.472 1.209 -0.423
C -1.31451 -1.01195 1.75028 -0.531 0.695 -2.591 -0.352
C -2.21985 0.47192 -0.00453 1.950 -1.390 2.522 -0.307
C 0.03711 -0.64894 1.38234 1.135 2.033 -1.277 -0.853
C 0.04463 0.69153 0.43347 3.268 -2.523 1.022 0.551
N 1.91493 -0.66985 -0.75453 0.585 -0.205 1.656 -0.455
N -1.13730 1.08305 -0.11278 -0.102 2.240 -2.694 -0.441
S 2.30168 0.52231 -2.96637 -0.570 0.657 0.703 -0.136
Br 0.65676 2.29028 1.50768 0.046 -0.466 -0.197 -0.160
H 0.37266 2.04595 -2.03948 1.721 -1.797 0.093 0.354
H 3.28197 -1.39373 -2.01338 3.477 -3.845 -1.065 0.597
H -3.32224 -0.72735 1.27317 -1.406 -0.974 0.359 0.355
H -1.40482 -1.80074 2.41598 -0.652 -1.010 1.666 0.459
H -3.07862 0.81958 -0.44252 -1.925 0.932 -1.376 0.470
H 0.73374 -0.63942 2.20539 0.024 0.736 0.631 0.466
H 0.57055 -1.36186 0.77922 -0.348 -0.807 -0.598 0.418
```
Forces are in eV/Å.



Record 2
Entry from OMol25: C30H35ClN4PS4V as an isolated structure in a non-equilibrium geometry (wB97M-V/def2-TZVPD).

Summary:
LUMO (spin up / spin down)   -2.9 / -2.9 eV
Kohn-Sham gap (spin up / spin down)   5.859 / 5.875 eV
Energy above the lowest of the compared OMol25 structures with the same formula, charge and spin   4.4 kcal/mol
E_HOMO (spin up / spin down)   -8.8 / -8.8 eV
Expectation value of S²   3.77
Charge   +1
Spin multiplicity   4

Structure (XYZ):
```
76
Properties=species:S:1:pos:R:3:forces:R:3:mulliken_charge:R:1
V -0.43170 0.51312 1.18227 0.342 0.744 -0.447 0.190
S -3.84695 1.17712 3.93730 -0.029 0.003 0.057 -0.225
C -2.63031 0.74820 2.94252 0.045 -0.126 -0.197 0.320
S -0.96693 0.45420 3.47919 -0.268 0.187 0.337 -0.529
S -2.81157 0.52335 1.19405 -0.207 0.070 0.227 -0.414
N 2.86840 3.42560 -1.16341 -0.706 -0.817 -0.562 -0.007
C 2.06038 3.39381 0.10863 -0.261 -0.030 0.273 1.356
C 0.84887 4.29666 -0.04849 0.074 -0.025 0.040 -0.685
C -0.07282 4.15032 1.16689 -0.151 -0.033 0.097 -0.148
N -0.78883 2.85669 1.16232 0.049 -0.005 -0.238 -0.413
C 0.71743 4.35752 2.45591 0.032 0.035 0.053 -1.422
C 1.99927 3.53642 2.57394 -0.030 -0.111 0.072 -0.055
N 1.69582 2.10918 2.68624 0.196 0.060 -0.059 -0.266
C 2.87881 3.74742 1.33402 0.079 0.067 -0.130 -1.307
H 2.28719 2.89133 -1.87284 0.530 0.534 0.406 0.206
H 3.75767 2.93641 -1.06204 0.011 -0.048 0.048 0.443
H 3.06023 4.37695 -1.47365 -0.083 0.023 -0.115 0.389
H 1.72155 2.36628 0.20153 0.003 -0.119 -0.044 -0.985
H 0.30538 4.07276 -0.97064 -0.004 -0.101 0.017 -0.077
H 1.19349 5.33595 -0.10366 -0.078 0.037 -0.003 0.493
H -0.81625 4.95210 1.12031 0.067 0.049 -0.073 0.410
H -1.51274 2.86825 0.44638 0.023 0.032 -0.026 0.299
H -1.32608 2.78272 2.02780 0.067 -0.014 0.037 0.300
H 0.07569 4.16506 3.31939 -0.005 -0.030 -0.014 0.490
H 0.99311 5.41451 2.50565 -0.014 0.008 0.037 0.458
H 2.54574 3.91575 3.44498 0.040 -0.015 -0.029 0.367
H 0.97790 1.93030 3.38344 -0.066 0.058 0.002 0.170
H 2.52034 1.59052 2.97052 -0.007 0.002 0.018 0.224
H 3.76883 3.11387 1.40322 -0.006 -0.025 0.006 0.539
H 3.21407 4.78852 1.28503 0.000 0.020 0.018 0.343
Cl 2.17274 -0.27674 0.43415 0.051 -0.177 0.029 -0.134
C 2.27211 -1.93049 1.07634 0.054 0.216 -0.040 1.078
C 3.53313 -2.40657 1.37149 -0.009 -0.099 0.034 -0.785
C 3.64035 -3.68367 1.90577 0.035 0.045 -0.021 -0.538
C 2.50123 -4.44143 2.12795 -0.032 -0.004 -0.004 -0.852
C 1.24954 -3.93303 1.81060 0.000 -0.074 -0.019 -0.133
C 1.10720 -2.65886 1.26723 0.032 0.086 0.003 -0.914
P -0.50755 -1.89165 0.86979 -0.001 -0.606 -0.186 1.379
C -0.72521 -2.33437 -0.89417 -0.055 -0.079 0.017 0.685
C 0.20386 -3.06133 -1.62834 0.030 -0.011 0.023 -0.268
C -0.07181 -3.43752 -2.93817 -0.013 -0.014 0.017 -0.686
C -1.28746 -3.10159 -3.51534 0.012 0.065 -0.111 -0.799
C -2.21544 -2.35678 -2.79376 0.022 0.036 -0.019 -0.661
C -1.93314 -1.96946 -1.49447 -0.007 0.042 0.039 -0.303
C -1.68747 -3.00088 1.69419 0.031 -0.035 0.043 0.179
C -1.93518 -2.81871 3.05400 -0.038 0.017 0.027 -0.444
C -2.77536 -3.68904 3.73003 -0.025 -0.033 -0.007 -0.857
C -3.37298 -4.74688 3.05907 0.002 0.009 -0.001 -0.527
C -3.13187 -4.93149 1.70558 0.017 0.022 0.021 -0.759
C -2.28994 -4.06390 1.02455 -0.030 -0.050 -0.022 -0.039
H 4.40731 -1.79501 1.19791 0.000 0.000 0.002 0.488
H 4.61702 -4.07646 2.15414 -0.001 -0.007 0.001 0.386
H 2.58569 -5.43216 2.55327 -0.007 -0.003 -0.001 0.434
H 0.36273 -4.52842 1.98768 0.004 0.004 0.010 0.473
H 1.13731 -3.37044 -1.17462 0.008 0.015 -0.006 0.420
H 0.64738 -4.03232 -3.48750 -0.002 0.024 -0.005 0.415
H -1.52403 -3.43879 -4.51866 0.016 0.020 0.033 0.419
H -3.17085 -2.09866 -3.23399 0.013 -0.012 0.002 0.478
H -2.67266 -1.41797 -0.92354 0.017 0.019 0.004 0.323
H -1.48861 -1.98469 3.58083 -0.006 -0.074 -0.027 0.349
H -2.97096 -3.53057 4.78216 0.002 -0.001 0.004 0.444
H -4.03016 -5.42395 3.58883 -0.009 0.006 0.003 0.387
H -3.59858 -5.75101 1.17508 -0.003 -0.003 0.001 0.424
H -2.11512 -4.22220 -0.03148 0.021 -0.004 0.018 0.361
S 0.37849 0.92659 -2.25077 0.375 0.341 0.106 -0.221
C -0.34551 1.36773 -3.72664 -0.112 0.135 0.288 0.273
N -0.38415 0.44795 -4.72019 -0.008 -0.333 0.019 0.001
C -0.95512 0.62866 -5.93257 -0.042 0.069 -0.045 -0.210
C -1.53897 1.81887 -6.23741 0.034 -0.088 -0.006 -0.707
C -1.53400 2.82093 -5.25052 -0.017 0.075 0.007 -0.243
C -0.95640 2.60493 -4.02881 0.017 -0.007 -0.014 -0.532
H 0.00345 -0.46056 -4.48207 -0.012 0.027 -0.010 0.155
H -0.91373 -0.21422 -6.60651 -0.001 0.004 0.002 0.440
H -1.99857 1.96874 -7.20168 0.005 0.014 0.001 0.421
H -2.00171 3.77483 -5.45759 -0.011 -0.007 -0.001 0.427
H -0.97296 3.36173 -3.25863 0.000 -0.002 -0.014 0.309
```
Forces are in eV/Å.



Record 3
Entry from OMol25: C28H23MoO5 as an isolated structure in a non-equilibrium geometry (wB97M-V/def2-TZVPD).

Summary:
LUMO   -13.8 eV
Kohn-Sham gap   1.623 eV
Energy above the lowest of the compared OMol25 structures with the same formula, charge and spin   65.5 kcal/mol
E_HOMO   -15.4 eV
Charge   +3
Spin multiplicity   1

Structure (XYZ):
```
57
Properties=species:S:1:pos:R:3:forces:R:3:mulliken_charge:R:1
O -2.38649 2.42532 5.64958 -1.260 -1.598 -4.208 -0.148
C -2.68896 2.03326 4.59195 2.315 2.154 6.231 0.371
Mo -3.32775 1.45948 2.79689 1.717 -0.642 -2.322 -0.073
C -2.23071 2.85953 1.74935 2.047 2.680 -1.005 0.527
O -1.60277 3.71929 1.28168 -2.119 -2.769 1.248 -0.239
C -1.58270 -0.07954 2.43983 2.118 -1.619 3.683 -0.188
O -0.74658 -0.72560 2.97340 -3.037 2.314 -1.589 -0.229
H -1.27042 -0.43279 1.13835 0.541 0.851 -2.724 0.501
C -4.63131 -0.02565 1.52036 -0.607 0.593 0.241 -0.117
C -4.86006 -0.15831 2.92421 -0.754 -0.159 0.055 -0.462
C -5.36036 1.11419 3.42360 -0.276 -0.457 -0.426 -0.808
C -5.38384 2.02534 2.28500 -0.391 -0.736 -0.341 -0.370
C -4.95571 1.29095 1.12612 0.003 -0.355 0.322 -0.485
H -4.31016 -0.81339 0.85687 0.067 -0.026 0.148 0.611
H -4.79496 -1.11514 3.44240 0.025 0.488 0.110 0.464
H -5.69155 1.31525 4.44008 -0.067 -0.074 -0.353 0.635
H -5.73371 3.05404 2.24974 0.123 -0.191 0.168 0.496
H -4.86118 1.65034 0.11337 -0.133 0.268 0.052 0.556
C -2.29618 -5.79968 -2.48323 0.284 -0.640 -0.135 -0.831
O -2.98127 -4.54507 -2.36357 1.613 3.169 1.436 -0.311
C -2.30958 -3.44695 -1.92308 -1.111 -2.051 -1.124 0.763
C -3.08863 -2.28331 -1.68599 -1.009 1.257 0.175 -0.566
C -2.53959 -1.13358 -1.17353 -1.410 -1.132 -0.306 -0.932
C -1.15372 -1.09245 -0.91263 -0.251 1.578 0.626 0.188
C -0.73165 0.05510 -0.11413 0.488 -0.689 -0.040 -0.606
C 0.66786 0.44485 0.08010 0.749 0.035 0.512 1.055
C 0.95405 1.82607 0.07068 0.316 -0.202 0.227 -1.024
C 2.27092 2.25529 0.18040 -0.307 0.065 -0.095 -0.407
C 3.33990 1.35935 0.24438 -0.039 -0.228 -0.378 0.367
O 4.60555 1.91925 0.44568 0.360 -0.296 -0.647 -0.365
C 5.54904 1.81354 -0.58207 -0.909 0.242 0.730 0.713
C 6.11444 3.01517 -1.03759 0.546 0.383 -0.674 -0.397
C 6.97040 2.97380 -2.14235 -0.600 0.730 1.036 -0.480
C 7.33903 1.73740 -2.68950 0.139 0.104 -0.545 -0.348
C 6.85386 0.54207 -2.15866 -0.861 -0.623 0.897 -0.650
C 5.93477 0.57715 -1.10393 0.802 -0.688 -0.857 -0.120
C 3.09685 -0.01519 0.18907 -0.918 -0.554 0.618 -0.648
C 1.75272 -0.45559 0.24930 0.177 0.055 -0.339 -0.704
C -0.34126 -2.13992 -1.40116 0.316 -1.824 0.099 -0.811
C -0.89694 -3.35461 -1.78698 0.867 0.359 0.258 -0.467
H -3.07725 -6.47495 -2.81256 0.166 -0.163 -0.027 0.266
H -1.48060 -5.75364 -3.20722 -0.225 0.123 -0.172 0.391
H -1.87895 -6.11875 -1.52627 -0.241 0.097 0.078 0.400
H -4.15306 -2.30791 -1.90646 0.141 -0.222 0.016 0.509
H -3.18408 -0.27508 -0.90769 0.525 -0.607 -0.359 0.787
H -1.36836 0.94411 -0.20971 -0.150 -0.476 0.013 0.669
H 0.14668 2.56353 0.00547 0.422 -0.285 -0.086 0.325
H 2.47252 3.30919 0.22960 0.156 0.273 -0.034 0.508
H 5.86814 3.94385 -0.51617 -0.014 -0.292 -0.367 0.468
H 7.33802 3.91621 -2.56557 -0.030 -0.524 0.216 0.403
H 7.99828 1.71039 -3.55159 -0.006 0.012 0.144 0.431
H 7.16531 -0.42859 -2.55735 -0.033 0.484 0.133 0.407
H 5.59134 -0.35072 -0.65773 0.092 0.263 -0.199 0.283
H 3.90330 -0.75571 0.19309 -0.485 0.415 0.332 0.482
H 1.51817 -1.51472 0.45981 0.446 0.619 -0.298 0.877
H 0.73750 -2.00999 -1.38752 -0.220 -0.182 -0.037 0.880
H -0.28832 -4.24642 -1.98616 -0.096 0.689 -0.116 0.454
```
Forces are in eV/Å.



Record 4
Entry from OMol25: a single H3N3O2S molecule in a non-equilibrium geometry (wB97M-V/def2-TZVPD).

Summary:
LUMO (spin up / spin down)   -0.4 / -0.4 eV
Kohn-Sham gap (spin up / spin down)   7.542 / 7.550 eV
Energy above the lowest of the compared OMol25 structures with the same formula, charge and spin   77.1 kcal/mol
E_HOMO (spin up / spin down)   -8.0 / -8.0 eV
Spin multiplicity   1

Structure (XYZ):
```
9
Properties=species:S:1:pos:R:3:forces:R:3:mulliken_charge:R:1
N -1.10415 -0.88314 -0.23319 -1.660 -3.433 -2.473 -0.605
N -0.46368 0.24961 0.03023 2.442 -1.853 -0.615 1.063
N 0.90935 0.10948 0.15457 -3.214 1.317 0.008 0.097
O -1.02946 1.29527 0.17630 -0.650 2.172 0.201 -0.770
O 1.39835 1.22444 0.76511 -0.039 1.247 -0.264 -0.409
S 1.72469 -1.31971 0.19767 0.516 -0.701 -0.144 -0.317
H -0.40641 -1.57524 -0.52151 0.450 -0.056 0.864 0.236
H -1.86634 -1.09470 -1.01415 1.616 2.409 2.068 0.320
H 0.83764 1.99399 0.44496 0.539 -1.101 0.355 0.384
```
Forces are in eV/Å.



Record 5
Entry from OMol25: a 2-piece molecular cluster, C5H11O3 overall in a non-equilibrium geometry (wB97M-V/def2-TZVPD).

Summary:
LUMO   3.8 eV
Kohn-Sham gap   8.324 eV
Energy above the lowest of the compared OMol25 structures with the same formula, charge and spin   47.4 kcal/mol
E_HOMO   -4.5 eV
Charge   -1
Spin multiplicity   1

Structure (XYZ):
```
19
Properties=species:S:1:pos:R:3:forces:R:3:mulliken_charge:R:1
C 0.14202 -2.04447 -0.25387 -0.629 0.052 -1.250 -0.165
C 1.61405 -2.64902 -0.49282 -1.005 1.500 5.528 -1.060
O -0.14067 -1.66515 1.06578 -0.610 2.341 1.192 -0.610
H -0.14724 -1.18732 -1.03543 0.680 -2.089 1.597 0.145
H -0.48625 -2.94050 -0.35298 -0.346 0.278 -1.064 0.346
H 1.68651 -3.65782 -0.00218 -0.265 0.615 -1.041 0.326
H -0.79302 -0.78517 1.20425 1.861 -1.861 -1.460 0.442
H 2.27507 -2.04330 0.24146 -0.637 -0.626 -1.520 0.230
H 1.93298 -2.56949 -1.46786 0.750 -0.077 -2.131 0.313
C 0.50588 1.70590 0.35404 0.509 2.822 0.885 -0.356
C 1.41353 0.95125 -0.71812 -2.393 -0.814 2.241 -0.652
C -1.04012 1.56505 0.15782 -0.158 -0.787 -3.139 0.395
O -1.54951 2.21511 -0.83386 1.134 -0.761 2.456 -0.727
O -1.61480 0.62871 0.78175 0.003 0.144 0.638 -0.771
H 0.83870 1.45628 1.37423 -0.412 -0.473 -0.282 0.330
H 0.60105 2.87623 0.40905 0.384 -1.922 -0.780 0.301
H 2.16059 1.54067 -1.15211 0.841 1.105 -0.856 0.364
H 0.62921 0.60957 -1.41140 1.020 -0.083 -0.347 0.226
H 1.92999 0.09928 -0.19870 -0.726 0.636 -0.666 -0.078
```
Forces are in eV/Å.